9
Properties=species:S:1:pos:R:3:nbo_charge:R:1 method="wB97M-V/def2-TZVPD" e_tot_ev=-8744.214 e_homo_ev=-10.515 de_lowest_kj_mol=88.5 smiles="O=C1CN=CO1"
C -1.10273 -0.79121 -0.13193 0.368
H -1.83462 -1.56523 -0.33185 0.197
H 0.45170 1.87006 -0.19497 0.244
C 0.78264 -0.08823 0.75073 0.764
C 0.31277 0.80476 -0.38398 -0.390
N -1.03386 0.33615 -0.69776 -0.428
O 1.67657 -0.00822 1.54060 -0.516
O -0.11027 -1.15298 0.74258 -0.487
H 0.85092 0.55876 -1.30764 0.248

---

9
Properties=species:S:1:pos:R:3:nbo_charge:R:1 method="wB97M-V/def2-TZVPD" e_tot_ev=-8742.760 e_homo_ev=-9.316 de_lowest_kj_mol=228.7
C 0.01409 -0.05385 -0.03702 -0.790
H -0.45632 -0.89086 -0.59229 0.309
H 0.06025 1.05298 -0.38704 0.274
C -0.47166 0.00046 1.31313 0.917
N -0.54164 -1.97521 1.85581 -0.816
H 1.08233 -0.34670 -0.03436 0.306
O -0.55732 0.63035 2.24314 -0.366
C -1.25094 -2.87129 2.14841 0.763
O -1.96626 -3.76911 2.42923 -0.596

---

9
Properties=species:S:1:pos:R:3:nbo_charge:R:1 method="wB97M-V/def2-TZVPD" e_tot_ev=-8742.686 e_homo_ev=-8.833 de_lowest_kj_mol=235.9 smiles=Oc1ncco1
N -0.09747 1.08361 -0.04517 -0.566
C -1.38738 0.67260 -0.03655 -0.127
C -1.39839 -0.58379 0.00016 0.042
C 0.72360 0.02861 -0.06174 0.752
O 1.97083 -0.09510 0.07926 -0.639
O -0.14010 -1.07010 -0.06374 -0.435
H -1.96119 1.55025 0.32795 0.235
H -2.10430 -1.29705 0.40715 0.207
H 2.47491 0.77854 0.04570 0.531